Entry 1:
{"formula": "C6H16", "method": "ωB97M-V/def2-TZVPD", "symbols": ["C", "C", "C", "H", "H", "H", "H", "H", "H", "H", "H", "C", "C", "C", "H", "H", "H", "H", "H", "H", "H", "H"], "coordinates": [[1.3449, -0.9773, 1.7188], [0.0916, -1.3885, 2.3446], [-1.1769, -0.5257, 1.9563], [1.2175, -0.9336, 0.6517], [1.5688, 0.1014, 1.9569], [2.1908, -1.6074, 2.0362], [0.0011, -2.3857, 1.8509], [0.2112, -1.5270, 3.4368], [-2.0989, -0.7970, 2.5027], [-1.2856, -0.5475, 0.9332], [-0.8410, 0.5096, 2.0625], [-0.4533, 1.9540, -1.2412], [0.0473, 1.2596, -2.4807], [0.1004, -0.3543, -2.3396], [-0.0098, 1.4344, -0.3728], [-0.1720, 3.0394, -1.3029], [-1.5406, 1.9155, -1.0155], [-0.6533, 1.5170, -3.3020], [1.0232, 1.6292, -2.8091], [0.0091, -1.0046, -3.2597], [-0.6432, -0.7790, -1.5382], [1.0689, -0.5325, -1.7889]], "forces_ev_per_a": [[1.60, 2.77, 0.18], [-2.21, -1.73, -0.05], [2.13, -0.13, 2.34], [0.25, -0.45, -0.67], [0.20, -0.86, 0.10], [-0.26, 0.29, -0.38], [-0.75, 0.12, 1.00], [-0.29, 0.10, -0.54], [0.60, 0.35, -0.32], [-0.71, -0.69, -2.46], [-0.58, 0.24, 0.79], [0.21, 0.54, 1.03], [-1.53, -1.95, -1.51], [0.01, 0.21, 1.98], [0.18, 0.73, -0.04], [-0.16, -0.97, 0.47], [0.50, -0.17, -0.73], [0.41, -0.19, 0.19], [-0.06, -0.14, 0.30], [0.27, 1.10, 0.92], [0.82, 1.06, -1.67], [-0.65, -0.22, -0.95]], "mulliken_charge": [-0.807, -0.160, -0.860, 0.008, 0.272, 0.333, 0.205, 0.302, 0.320, 0.129, 0.262, -0.758, -0.292, -0.794, 0.039, 0.309, 0.278, 0.267, 0.307, 0.320, 0.149, 0.170], "smiles": "CCC.CCC", "charge": 0, "e_lumo_ha": 0.0409, "de_lowest_kcal_mol": 27.4, "multiplicity": 1, "orbital_gap_ev": 12.06, "energy_ha": -238.1529, "homo_ev": -10.946}

***

Entry 2:
{"formula": "C6H16", "method": "ωB97M-V/def2-TZVPD", "symbols": ["C", "C", "C", "C", "H", "H", "H", "H", "H", "H", "H", "H", "H", "H", "C", "C", "H", "H", "H", "H", "H", "H"], "coordinates": [[-0.2737, -1.0314, 0.7014], [-0.5254, -0.8368, 2.2652], [1.1617, -0.8007, 0.2900], [-0.5492, -2.4759, 0.3869], [-0.9336, -0.2553, 0.2610], [-1.0545, -1.7708, 2.7687], [1.8674, -1.5665, 0.4097], [1.1424, -0.2959, -0.7592], [1.6150, 0.0159, 0.7108], [-1.5972, -2.6348, -0.0017], [-0.0611, -2.6483, -0.6875], [-1.0941, 0.1396, 2.4187], [0.4308, -0.7225, 2.8017], [-0.1417, -3.3120, 0.9900], [-0.3463, 3.1110, -1.6399], [0.4627, 1.7792, -1.7601], [0.2572, 4.0890, -1.7328], [-1.0247, 3.3791, -2.3587], [-0.8297, 3.0198, -0.6177], [-0.3395, 0.9821, -1.9283], [0.9430, 1.5358, -2.6285], [1.2412, 1.5729, -1.1072]], "forces_ev_per_a": [[0.21, -0.24, 2.84], [-0.57, -0.26, 0.46], [-1.29, 2.20, -3.05], [-0.81, -1.07, -5.16], [0.30, -1.03, -0.43], [0.75, 2.14, -1.14], [0.51, -1.56, -0.17], [0.19, -2.12, 1.16], [0.90, 2.24, 2.09], [0.61, -0.19, 1.40], [-0.51, 0.10, 2.02], [0.49, -1.48, 0.14], [-0.26, -0.06, -0.17], [-0.43, 0.97, 0.16], [3.18, 0.57, 2.89], [-4.26, 0.19, -1.27], [-0.17, -1.57, 0.91], [-2.19, -0.60, -1.95], [0.36, 0.72, -1.27], [0.98, 0.51, 1.46], [1.43, 0.64, -3.14], [0.58, -0.09, 2.22]], "mulliken_charge": [1.036, -1.160, -1.745, -1.439, 0.175, 0.256, 0.450, 0.198, 0.604, 0.356, 0.317, 0.267, 0.304, 0.344, -0.986, -0.976, 0.257, 0.373, 0.223, 0.259, 0.544, 0.345], "smiles": "CC(C)C.CC", "charge": 0, "e_lumo_ha": 0.0374, "de_lowest_kcal_mol": 61.0, "multiplicity": 1, "orbital_gap_ev": 11.60, "energy_ha": -238.0993, "homo_ev": -10.584}

***

Entry 3:
{"formula": "C6H16AlNO5P", "method": "ωB97M-V/def2-TZVPD", "symbols": ["Al", "C", "O", "N", "C", "C", "H", "H", "H", "H", "H", "H", "H", "C", "O", "P", "O", "O", "C", "O", "C", "H", "H", "H", "H", "H", "H", "H", "H", "H"], "coordinates": [[1.4013, -1.8943, -2.3290], [2.0915, -0.2551, -0.1427], [2.1196, -1.0464, -1.0832], [1.4099, -0.4212, 1.0182], [1.6330, 0.4929, 2.1089], [0.5941, -1.6818, 1.2818], [2.7178, 0.6491, -0.0949], [2.6465, 0.8920, 2.0689], [1.7156, -0.0744, 3.0360], [0.9933, 1.3726, 2.1795], [0.2162, -2.1683, 0.3825], [1.0477, -2.4169, 1.9467], [-0.2683, -1.3214, 1.8425], [-2.1279, -1.6766, 0.4332], [-1.2791, -0.5597, 0.5250], [-0.5741, -0.0812, -0.9003], [0.0731, -1.2370, -1.6376], [-1.7467, 0.7331, -1.6414], [-1.5581, 1.4587, -2.8464], [0.5368, 1.0530, -0.4210], [0.0471, 2.0986, 0.4657], [-2.0943, -2.1598, 1.4097], [-1.8180, -2.3138, -0.3951], [-3.1715, -1.3992, 0.2847], [-2.4894, 1.9191, -3.1764], [-1.1995, 0.7791, -3.6195], [-0.7959, 2.2170, -2.6672], [-0.0728, 2.9520, -0.2018], [0.8384, 2.2390, 1.2020], [-0.8863, 1.8508, 0.9713]], "forces_ev_per_a": [[1.09, 0.80, 1.32], [0.82, 2.70, 7.74], [3.60, -3.22, -3.19], [2.08, -4.21, -1.88], [1.66, 0.10, 1.79], [0.81, 0.25, 1.70], [0.07, -0.59, -0.68], [0.16, 0.12, -0.43], [-0.61, -0.05, 0.06], [-0.03, -1.69, 0.96], [0.57, -0.03, 0.39], [0.94, 0.18, -0.28], [0.78, -0.49, 0.19], [-1.82, -1.28, 0.23], [0.98, 3.29, -5.06], [-4.99, 6.04, 4.14], [-3.84, -0.77, -2.29], [1.71, -2.90, 2.15], [0.94, 0.76, -1.48], [-3.57, -1.74, -3.79], [-0.40, 2.07, -0.47], [0.17, -0.36, -0.23], [-0.16, -0.43, 0.29], [0.11, 0.31, -0.17], [-0.02, -0.21, 0.38], [-0.18, 0.05, -0.19], [-0.16, 0.20, -0.14], [-0.15, 0.21, 0.47], [-0.62, 1.06, -1.35], [0.06, -0.17, -0.16]], "mulliken_charge": [0.759, 0.461, -0.079, 0.174, -1.005, -1.099, 0.498, 0.463, 0.403, 0.321, 0.207, 0.375, 0.549, -0.766, -0.328, 1.012, 0.117, -0.339, -0.644, -0.276, -0.909, 0.341, 0.393, 0.298, 0.279, 0.293, 0.329, 0.305, 0.407, 0.461], "charge": 3, "e_lumo_ha": -0.6614, "de_lowest_kcal_mol": 39.3, "multiplicity": 1, "orbital_gap_ev": 2.63, "energy_ha": -1251.6559, "homo_ev": -20.623}

***

Entry 4:
{"formula": "C6H16BCsF6N2O6S2", "method": "ωB97M-V/def2-TZVPD", "symbols": ["Cs", "C", "O", "C", "C", "N", "H", "H", "C", "C", "O", "C", "H", "H", "H", "H", "H", "H", "H", "H", "H", "H", "H", "H", "H", "H", "N", "S", "O", "O", "F", "S", "O", "O", "F", "B", "F", "F", "F", "F"], "coordinates": [[6.8133, -0.7074, -27.6487], [4.1974, -5.7520, -32.5124], [5.4719, -5.0533, -32.5200], [6.0545, -5.0383, -31.2944], [7.0740, -3.8512, -30.9979], [6.3052, -2.4931, -30.7514], [5.9005, -2.5114, -29.8262], [7.1007, -1.8715, -30.7212], [5.1905, -2.0381, -31.6849], [5.4778, -1.7464, -33.1478], [6.5723, -0.8420, -33.2674], [6.4564, -0.1491, -34.5118], [4.1538, -6.7878, -32.1757], [3.8574, -5.7763, -33.5477], [3.4543, -5.1749, -31.9621], [6.5543, -6.0025, -31.2012], [5.3054, -5.0586, -30.5029], [7.7122, -3.5383, -31.8242], [7.6688, -4.0955, -30.1178], [4.8165, -1.1601, -31.1582], [4.4167, -2.7943, -31.5531], [4.5597, -1.3486, -33.5804], [5.6001, -2.5929, -33.8234], [5.4988, 0.3557, -34.6396], [6.6299, -0.8059, -35.3643], [7.2130, 0.6334, -34.5709], [4.7947, -2.5600, -28.5367], [3.1339, -2.1973, -28.2843], [2.5227, -1.7739, -26.9658], [2.2247, -2.8020, -29.2859], [3.2610, -0.6898, -28.9076], [4.7075, -3.8334, -27.7032], [3.9360, -4.9314, -28.3138], [4.5602, -3.6921, -26.2677], [6.2615, -4.2856, -27.8354], [5.5309, 1.4523, -25.5052], [5.1952, 2.0585, -26.7342], [4.9893, 0.1890, -25.3984], [6.9352, 1.3426, -25.4849], [5.1026, 2.2304, -24.5148]], "forces_ev_per_a": [[0.18, 1.06, 1.04], [-0.21, 0.83, -0.92], [-1.55, 0.07, -1.66], [1.48, 0.05, 1.82], [-2.24, -0.03, -1.25], [1.77, -1.53, -1.42], [-0.78, -0.15, 0.62], [-0.16, 0.89, -0.35], [-0.02, -0.37, 0.65], [0.38, -0.05, -0.04], [-0.92, 0.07, -0.31], [0.68, 0.43, -0.16], [0.81, 0.02, 0.38], [0.19, 0.11, -0.03], [0.07, 0.04, 0.32], [0.75, 0.05, 0.53], [-0.15, 0.36, 0.36], [0.08, -0.77, -0.17], [-0.23, 0.23, 0.05], [-0.03, 0.24, -0.31], [-0.01, -0.04, -0.26], [-0.27, 0.66, 0.43], [0.59, -0.65, 0.53], [-0.24, -0.18, 0.24], [-0.11, -0.28, 0.01], [0.12, -0.16, 0.31], [-3.14, 1.72, 0.24], [-6.62, 5.52, -0.76], [3.04, -2.64, -3.70], [2.77, 0.43, 2.25], [0.93, -0.91, -0.07], [0.59, -7.60, 4.07], [1.71, 2.18, 0.64], [0.33, 0.37, -2.03], [-0.14, 0.38, -0.60], [0.07, 0.79, -0.52], [-0.02, -0.45, -0.89], [-0.21, -1.38, -0.53], [1.07, -0.51, -0.25], [-0.57, 1.18, 1.73]], "mulliken_charge": [1.144, -0.737, -0.362, -0.417, -0.707, 0.239, -0.070, 0.502, -0.554, -0.845, -0.324, -0.816, 0.346, 0.275, 0.304, 0.502, 0.222, 0.473, 0.421, 0.610, 0.241, 0.486, 0.446, 0.343, 0.315, 0.276, -0.189, 0.915, -0.501, -0.617, -0.305, 0.866, -0.599, -0.552, -0.300, 0.394, -0.386, -0.331, -0.389, -0.319], "charge": 0, "e_lumo_ha": -0.0444, "multiplicity": 1, "orbital_gap_ev": 9.85, "energy_ha": -2239.8232, "homo_ev": -11.061}